The following is a quantum chemistry calculation of a structure of composition C23H24NO7PS4SbSe6Zr, from the OMol25 dataset.

```
68
C23H24NO7PS4SbSe6Zr ωB97M-V/def2-TZVPD
Zr -0.900 0.931 -0.831
C -0.546 3.374 2.006
Se -1.269 1.572 1.979
C -3.161 1.956 2.348
C -4.031 2.243 1.144
Se -3.830 0.824 -0.175
C -4.694 1.769 -1.632
H -0.667 3.776 3.009
H -1.032 3.987 1.254
H 0.509 3.264 1.768
H -3.163 2.792 3.047
H -3.491 1.062 2.876
H -3.752 3.171 0.652
H -5.080 2.277 1.438
H -5.761 1.834 -1.433
H -4.511 1.196 -2.537
H -4.243 2.751 -1.732
O -2.373 -1.072 1.860
C -1.763 -2.115 1.795
C -1.335 -2.823 0.575
C -1.018 -4.167 0.721
C -0.687 -4.914 -0.386
C -0.643 -4.348 -1.651
C -0.937 -3.011 -1.811
C -1.270 -2.225 -0.703
O -1.547 -0.938 -0.829
N -0.387 -6.338 -0.224
O -0.111 -6.976 -1.222
O -0.423 -6.802 0.900
H -1.510 -2.665 2.724
H -1.031 -4.633 1.697
H -0.371 -4.966 -2.495
H -0.898 -2.548 -2.785
Se 5.173 -0.265 0.985
Sb 3.169 -1.327 0.296
Se 4.238 -4.407 -0.031
Se 2.421 -3.504 1.171
Se 1.193 0.173 0.635
S 3.226 -1.980 -2.092
P 2.372 -0.430 -3.176
S 0.403 -0.090 -3.109
C 2.712 -1.091 -4.835
C 1.774 -1.890 -5.479
C 2.074 -2.459 -6.707
C 3.311 -2.235 -7.294
C 4.251 -1.441 -6.652
C 3.955 -0.871 -5.423
C 3.347 1.084 -3.083
C 4.534 1.145 -2.368
C 5.277 2.318 -2.368
C 4.846 3.412 -3.101
C 3.663 3.345 -3.829
C 2.907 2.187 -3.814
H 0.810 -2.057 -5.017
H 1.341 -3.082 -7.204
H 3.544 -2.681 -8.253
H 5.218 -1.267 -7.105
H 4.692 -0.258 -4.920
H 4.888 0.293 -1.804
H 6.189 2.366 -1.786
H 5.426 4.326 -3.101
H 3.316 4.205 -4.386
H 1.963 2.140 -4.343
O -2.005 3.221 -0.724
S -1.351 3.316 -2.063
O -1.697 1.953 -2.660
O -1.734 4.421 -2.886
S 0.584 3.095 -1.563
```

Total charge: -1
Orbital gap (eV): 5.50
Energy relative to the best compared isomer or geometry (same formula, charge and spin) (eV): 0.7717
DFT total energy (hartree): -18102.5514
Largest force on an atom (eV Å⁻¹): 0.6
E_HOMO (eV): -4.158